[1]
14
Properties=species:S:1:pos:R:3:forces:R:3 method="wB97M-V/def2-TZVPD" gap_ev=8.793 total_energy_ev=-7356.855 relative_energy_kcal_mol=124.5
C 1.6556 0.5851 0.5456 0.041 -0.017 -0.013
C -1.4695 -0.4409 -0.0762 -0.126 -0.022 -0.208
H 0.1502 -1.8856 -0.4680 -0.103 0.092 -0.062
C -0.4047 -1.0729 -0.9371 -0.040 -0.122 0.099
H 0.3248 -0.1245 -1.2642 0.081 -0.133 -0.112
O -1.0613 -0.2927 1.2730 0.055 -0.124 0.177
H 1.4957 -0.1306 1.3633 -0.011 0.073 -0.136
H -1.3451 1.7284 0.6193 0.051 -0.146 -0.016
C -0.8424 0.8007 0.3578 0.012 0.333 -0.136
H -0.7265 -1.3247 -1.9512 0.066 0.060 0.095
H 2.5780 0.3507 0.0053 -0.186 0.048 0.032
H -2.5324 -0.5960 -0.2504 0.205 0.015 0.035
C 0.4804 0.8374 -0.3418 -0.033 0.035 0.288
H 1.8097 1.5707 1.0154 -0.011 -0.093 -0.044

=====

[2]
92
Properties=species:S:1:pos:R:3:forces:R:3 method="wB97M-V/def2-TZVPD" gap_ev="6.081 / 6.354" total_energy_ev=-165344.349 s2=8.76 charge=+1 multiplicity=6 relative_energy_kcal_mol=0.0
C 1.5876 1.2648 -3.6210 0.055 -0.043 0.080
C -1.8206 -3.3403 -0.5538 -0.049 -0.571 -0.057
H -6.1829 3.4128 -0.5775 0.012 -0.008 0.009
H 3.6130 1.4414 3.8737 -0.004 -0.023 -0.018
H 0.2633 -4.1401 3.7412 0.028 -0.008 -0.015
Ru 0.1482 -1.4251 0.7519 -1.415 0.156 0.633
H 2.7128 0.1396 -2.1564 -0.038 -0.011 0.011
C -1.4046 3.6225 1.3576 -0.281 -0.543 -0.256
Ge -1.6280 1.7493 0.7157 0.291 0.142 0.129
H 4.4789 3.4234 2.7067 -0.004 -0.008 -0.009
H 0.6789 1.8652 -3.6900 -0.005 -0.010 -0.025
O -1.7569 -2.1543 -0.0317 0.422 0.439 0.266
C -2.5361 0.5058 1.9800 0.164 0.504 -0.343
H -0.4798 -2.6709 -4.7980 -0.038 0.042 -0.050
C -3.2089 2.1977 -1.6962 -0.205 0.071 -0.096
C 7.0975 0.2452 1.0806 -0.085 -0.031 -0.021
C 1.9443 1.1529 2.5580 0.012 0.151 -0.363
C 5.1966 -0.8797 2.0193 -0.235 -0.095 -0.109
H -2.5103 2.3971 -3.7202 0.018 -0.014 0.010
C -4.2526 2.5154 -0.8261 0.153 -0.097 -0.007
H -3.3659 3.8414 2.2843 -0.052 0.025 -0.026
C 6.4453 -0.3130 2.1735 0.099 0.042 0.050
H 1.3647 -2.1144 -3.1955 0.002 0.008 -0.013
C -5.3807 3.1867 -1.2682 -0.066 0.045 0.008
C -2.6771 -3.5647 -1.6605 -0.011 0.123 0.120
C 1.7920 0.7294 -2.2041 -0.220 -0.271 0.268
C -4.4460 3.2693 -3.4743 -0.004 0.001 -0.044
C -0.5775 -1.8157 -4.1257 0.088 -0.099 0.085
H -4.3995 -0.4511 2.4986 -0.018 0.012 -0.010
H 2.0355 -0.1592 4.2634 -0.048 0.009 0.007
H -3.2527 4.5278 0.6555 -0.049 0.004 0.042
H 2.4289 1.8961 -3.9157 -0.039 0.012 -0.067
H 0.8957 -1.9596 4.7453 -0.018 0.037 -0.007
O 0.1442 1.0634 0.9795 -0.474 -0.146 -0.101
C -2.7151 4.3770 1.5902 0.094 -0.019 0.014
H -0.7826 4.1569 0.6389 0.008 -0.013 0.033
C 3.5830 2.9334 2.3511 0.089 0.086 -0.009
C 1.5317 -0.0249 3.2982 -0.141 0.026 0.297
H -0.5572 -6.5277 -0.3787 -0.014 0.015 0.024
H 4.7673 -0.3257 -1.3121 0.031 -0.006 0.009
C -3.3199 2.5972 -3.0300 0.025 0.032 0.046
H 7.0050 0.6771 -1.0198 -0.006 0.003 0.006
C 4.5904 -0.8873 0.7568 0.756 0.282 0.134
H 1.6493 -3.4362 2.8871 -0.022 0.004 0.027
C -1.3481 0.5937 -1.9804 0.115 -0.036 0.206
H -1.6261 -1.7462 -3.8341 -0.022 0.019 -0.042
C -1.1501 -5.6953 -0.7426 0.014 -0.124 -0.027
H -6.3570 4.0933 -2.9510 -0.005 -0.004 0.012
N 0.6512 -0.8732 2.9403 0.118 -0.209 -0.364
C 2.8973 3.4304 1.2456 0.006 -0.074 0.090
H 1.9061 1.5522 -1.5003 0.031 0.031 0.047
H -3.3962 -4.9169 -3.1324 0.008 0.006 -0.003
H 1.5142 0.4518 -4.3449 -0.010 0.033 -0.025
H -0.8410 3.5365 2.2898 0.058 0.016 -0.017
C -2.7392 -4.7843 -2.2820 0.062 0.049 0.082
H 0.0390 -2.9133 -2.3736 0.025 -0.021 -0.014
H 6.9192 -0.3138 3.1458 -0.006 0.002 -0.005
C 3.0971 1.8199 2.9978 -0.040 -0.094 0.061
C -1.9576 -5.8626 -1.8346 0.037 -0.093 -0.048
H 3.2690 4.3037 0.7259 -0.033 0.020 0.007
H -2.2996 0.8510 2.9894 0.063 -0.008 -0.003
C 0.3177 -1.9997 -2.9015 -0.037 0.381 0.369
H -4.1927 2.2015 0.2128 -0.080 0.109 -0.120
C -0.2910 -4.3841 1.1297 -0.173 -0.087 0.303
H -2.0013 -6.8135 -2.3469 -0.004 -0.004 0.032
H -1.7347 0.4390 -2.9884 -0.020 0.068 -0.033
C 1.2491 1.6707 1.4420 0.134 0.133 0.111
H -4.2731 -0.0321 0.7934 -0.028 0.016 0.010
H -0.3172 -0.9149 -4.6838 -0.061 -0.010 -0.034
N 2.2941 -2.0004 0.4715 0.637 -0.078 0.092
H -2.0299 -0.4476 1.8312 0.022 -0.150 0.040
Ge 0.2820 -0.4515 -1.6022 0.296 0.067 -1.500
C 5.2446 -0.3186 -0.3413 -0.261 -0.100 0.012
C 0.5780 -3.3193 3.0910 0.026 -0.083 0.119
H 4.6797 -1.3261 2.8594 0.041 -0.008 0.012
N -0.1777 -3.3154 1.8486 0.572 0.001 -0.335
C 0.3273 -1.9946 3.8103 0.006 -0.211 0.120
C 3.3265 -1.5010 0.6001 -0.398 -0.217 -0.168
H -4.5895 1.2262 2.0031 -0.050 -0.050 0.005
C -5.4815 3.5651 -2.5979 0.003 0.000 -0.009
C 1.7404 2.8146 0.8112 -0.130 -0.012 -0.062
H 0.1845 -5.3132 1.4630 -0.092 -0.012 0.061
H -3.2688 -2.7237 -2.0000 0.000 -0.012 -0.013
C -2.0309 1.4459 -1.2089 0.263 -0.027 0.566
H -0.7388 -1.9349 4.0423 0.021 0.040 0.044
C 6.4944 0.2439 -0.1707 0.106 0.060 -0.001
C -1.0679 -4.4627 -0.0640 -0.117 0.486 -0.286
H 8.0816 0.6772 1.2035 -0.004 0.009 0.004
H -2.5128 5.3589 2.0195 -0.019 -0.006 0.021
C -4.0369 0.3069 1.8028 0.030 -0.063 0.047
H 1.1814 3.2081 -0.0285 0.086 -0.022 -0.040
H -4.5141 3.5697 -4.5119 0.002 0.011 0.010

=====

[3]
12
Properties=species:S:1:pos:R:3:forces:R:3 method="wB97M-V/def2-TZVPD" gap_ev=10.613 total_energy_ev=-6759.109 charge=+1 smiles="C1=CC1[NH+]1C=C1" relative_energy_kcal_mol=139.9
H -0.6934 0.3141 -1.3365 -1.270 0.818 -1.404
H 1.8589 -1.0891 -1.6421 -0.229 -0.290 0.631
C -0.1311 -1.8474 -0.6782 1.639 2.412 0.192
C 0.9382 -1.1628 -1.0589 -1.193 -1.071 -0.800
H -0.6140 -2.7482 -0.3446 -0.141 -0.088 -0.372
H -1.8089 1.3398 1.5831 -3.068 0.271 1.294
N -0.0246 0.3719 0.6117 0.039 -2.494 1.427
C 0.2899 1.8000 0.8038 -4.239 -2.420 0.639
C -0.2034 -0.3198 -0.6787 1.061 -1.448 0.299
H 0.2929 -0.5006 1.2097 -0.238 2.835 -0.110
H 1.0398 2.3764 0.4432 2.191 1.821 -0.549
C -0.9442 1.4655 1.0875 5.447 -0.345 -1.247

=====

[4]
25
Properties=species:S:1:pos:R:3:forces:R:3 method="wB97M-V/def2-TZVPD" gap_ev=8.302 total_energy_ev=-32967.712 smiles="O=C1CSc2nc(-c3ccc4c(c3)OCO4)nn21"
C -0.1659 0.2137 -0.5865 -0.276 0.049 -0.888
N -1.9111 0.0218 1.2482 -0.607 0.560 -1.249
C -0.3841 -0.8590 4.1170 3.110 -1.745 1.768
N 0.2739 -0.2623 1.7687 0.104 -0.088 -0.273
H -1.9014 -1.9728 5.2413 0.366 0.456 -0.390
H -2.1718 0.2418 -1.3923 0.133 -0.218 0.080
H 2.9850 1.5907 -4.6038 0.227 0.251 -0.032
H 1.9799 0.3363 -0.1379 -0.411 -0.013 -0.118
C -0.5945 0.0025 0.8052 0.192 -0.165 0.847
O 0.6684 -1.2641 4.5722 -0.857 0.519 -0.259
H 3.0591 -0.1806 -4.6846 0.299 -0.452 0.065
H -1.4201 0.4150 -3.8160 0.217 -0.098 0.508
C 1.2033 0.3492 -0.9071 0.738 -0.058 0.474
N -0.5315 -0.3893 2.8485 -1.284 0.352 0.411
O 1.2043 0.6243 -4.4531 0.098 -0.030 0.037
C -1.8304 -0.1947 2.5143 0.054 0.071 -0.822
C 0.6497 0.4775 -3.2326 -2.448 -0.170 0.281
S -2.9923 -0.3050 3.8044 0.063 -0.200 -0.045
C -1.6671 -0.9460 4.9081 -0.878 0.530 -0.106
C 2.5930 0.6650 -4.2027 0.349 0.455 0.013
C -1.1126 0.2449 -1.6238 0.398 0.263 -0.558
O 2.7984 0.6457 -2.7830 1.059 -0.015 -0.248
H -1.6022 -0.3078 5.7985 0.118 -0.173 -0.282
C 1.5814 0.4911 -2.2215 -0.996 -0.243 0.193
C -0.7116 0.3621 -2.9817 0.232 0.164 0.594

=====

[5]
17
Properties=species:S:1:pos:R:3:forces:R:3 method="wB97M-V/def2-TZVPD" gap_ev=10.808 total_energy_ev=-9441.765 smiles=C[C@H]1OCC[C@H]1O relative_energy_kcal_mol=29.5
H 0.1044 -1.4558 1.3158 -0.093 0.073 -0.086
H 2.6517 -0.6679 0.3365 -0.037 0.062 -0.140
C -1.5269 -0.1073 0.6428 -0.036 -0.015 -0.019
O -0.0117 1.0239 -0.8174 0.021 0.091 0.082
H -1.2059 2.0179 0.5543 0.046 0.166 -0.235
C -1.2666 1.1967 -0.1705 -0.369 -0.036 0.220
H 0.8985 0.9040 1.0247 -0.019 -0.159 -0.058
C 0.7562 0.2788 0.1238 0.143 -0.130 0.094
C -0.2093 -0.8699 0.4482 0.072 0.101 0.271
O -0.2992 -1.7673 -0.6408 -0.067 0.056 -0.184
H 1.9662 -0.7963 -1.2938 0.045 0.101 0.076
H -2.3685 -0.7128 0.2899 0.170 0.173 -0.016
H -2.0058 1.4470 -0.9376 0.075 -0.147 0.214
C 2.0957 -0.1294 -0.4387 0.011 -0.021 -0.020
H -1.6993 0.1190 1.7025 0.033 -0.002 -0.246
H 2.6812 0.7439 -0.7400 -0.117 -0.107 0.030
H -0.5606 -1.2244 -1.3997 0.121 -0.205 0.018

=====

[6]
25
Properties=species:S:1:pos:R:3:forces:R:3 method="wB97M-V/def2-TZVPD" gap_ev=6.580 total_energy_ev=-20757.336 charge=-1 relative_energy_kcal_mol=19.0
O 1.5092 2.1686 0.0296 0.928 -0.772 0.748
H 0.0434 -2.7252 -1.1124 0.387 -0.128 -1.409
O -0.9323 1.7619 -1.1515 -0.431 2.458 -0.806
H 2.2464 -1.5771 1.4913 1.699 0.548 2.078
C -0.3611 -1.8371 -0.6825 -0.451 -1.116 3.647
C 1.2858 1.0470 0.8586 -0.384 1.630 1.600
C -1.6865 2.7382 -0.4555 1.400 2.517 -0.423
O -1.7094 -2.1386 -0.3874 -1.654 -0.479 -0.071
C -0.2154 -0.5074 -1.3549 0.444 -0.214 0.392
C -0.8437 0.5787 -0.4965 -2.363 -3.622 1.349
H -1.9742 -1.8694 0.5161 0.768 0.059 -0.674
O 2.1365 0.8759 1.7291 0.208 -0.297 -0.275
C 1.9281 -1.6200 0.5205 -1.846 -1.853 -3.731
H 0.2832 -2.8085 1.3794 -0.498 1.878 -1.679
O -0.2537 -0.7809 1.4458 0.443 0.694 0.527
H -1.9608 0.1205 -0.2374 2.452 1.353 -0.495
H 2.3952 -2.5225 -0.0737 -1.093 1.300 1.329
H 2.1159 -0.7543 -0.1431 0.223 -0.495 0.860
O 0.5231 -0.4236 -2.3085 0.136 0.779 -0.675
H 0.7450 2.3396 -0.4984 -0.862 -0.035 -0.824
H -2.7098 2.8833 -0.6939 -1.127 -0.653 -0.989
C 0.0020 0.4582 0.8107 -0.594 0.693 -1.583
C 0.3575 -1.8076 0.7235 2.034 -1.585 -0.532
H -1.6447 2.5783 0.5615 0.089 -0.925 2.445
H -1.2796 3.8221 -0.4703 0.093 -1.734 -0.808

=====

[7]
9
Properties=species:S:1:pos:R:3:forces:R:3 method="wB97M-V/def2-TZVPD" gap_ev=10.185 total_energy_ev=-25992.881 smiles="C[P@](O)(F)=S" relative_energy_kcal_mol=6.2
C 0.0246 0.4925 -0.3308 -0.679 -1.695 -1.824
F -1.5603 -1.4493 -1.0135 -0.275 -0.278 0.249
H 0.1548 0.9842 0.5763 1.250 0.964 1.653
H -0.0464 1.2635 -1.1249 -0.057 -0.707 0.378
O -1.3045 -1.0871 1.3372 0.093 1.435 2.663
S -3.1466 0.7785 -0.0848 -0.719 0.496 0.305
H -1.3193 -1.9251 0.9769 0.213 -3.883 -0.250
H 0.7965 -0.3353 -0.5905 -1.273 1.590 0.717
P -1.6099 -0.2720 0.0716 1.447 2.080 -3.892

=====

[8]
74
Properties=species:S:1:pos:R:3:forces:R:3 method="wB97M-V/def2-TZVPD" gap_ev="6.662 / 5.364" total_energy_ev=-79327.924 s2=2.02 charge=-1 multiplicity=3 relative_energy_kcal_mol=10.3
H 1.5100 2.5470 3.9631 0.030 0.035 -0.040
H 6.8571 -3.8190 -2.2935 -0.015 0.013 0.009
Pd -0.0505 0.0760 -0.0742 -1.196 -0.946 -0.187
H -1.3712 3.9393 0.1894 -0.003 -0.015 0.033
C 3.6065 1.6599 -0.7691 0.043 -0.030 -0.002
C 5.2565 -0.0508 2.6205 -0.031 -0.052 -0.020
H 1.6336 -1.4710 6.8284 -0.012 0.012 -0.021
C 2.6297 0.7523 -1.1766 -0.139 0.015 0.015
N 6.8045 2.2707 2.4561 -0.067 -0.112 -0.001
C 1.5660 1.6553 4.5683 0.042 -0.072 -0.001
C 5.1470 0.9454 3.5825 0.043 0.034 -0.011
H 0.5833 5.4454 0.2205 0.014 -0.024 0.007
H 2.7430 4.6497 1.1386 -0.021 -0.023 -0.009
P 1.0115 0.0781 2.2092 0.631 0.784 0.131
C 3.9955 -3.0755 -0.6469 -0.070 0.028 -0.055
C 1.6278 -0.5907 6.1974 0.003 0.003 -0.016
C 1.8951 1.0296 -2.3306 0.203 -0.065 -0.025
C 2.1068 2.2065 -3.0410 -0.028 -0.058 0.015
C -1.6352 -1.5359 -1.9476 -0.070 0.152 -0.046
C -2.0497 -2.0447 -3.1693 -0.047 0.076 0.056
C 4.8032 -1.1575 -1.8306 -0.017 -0.073 0.154
H 1.1255 -1.6886 4.4332 0.063 -0.037 -0.012
H 3.2353 4.0279 -3.1628 0.004 -0.022 -0.005
C -0.3185 2.2963 1.0884 0.161 0.257 0.443
H -2.2747 -3.0980 -3.2565 -0.005 0.013 -0.054
C 5.8753 -1.9101 -2.2996 -0.065 0.031 0.037
C 1.8844 3.9884 1.1223 0.011 -0.012 -0.005
H 2.9589 2.3384 1.9696 -0.021 0.014 -0.006
C 1.8236 1.7834 5.9294 -0.018 -0.020 -0.048
H 4.4482 0.8535 4.4060 0.012 0.019 -0.029
C -2.5332 -1.7172 -5.6806 -0.045 -0.015 -0.133
H -1.3159 1.6468 -2.6369 0.058 0.016 0.025
H -1.2147 1.7018 1.2044 -0.148 -0.095 -0.035
C -1.4782 -2.4243 -0.7182 0.113 0.031 0.170
C 2.0058 2.6953 1.5936 -0.009 0.017 -0.092
H 1.5196 2.4042 -3.9300 0.031 -0.008 0.018
C 3.8296 2.8248 -1.4856 0.006 0.007 0.007
H 4.7090 -0.1331 -2.1526 -0.007 0.105 -0.004
C -0.4243 3.5938 0.5852 -0.009 -0.015 -0.088
H 4.2072 1.4376 0.1071 -0.040 0.022 -0.025
H -2.0040 0.8360 -4.9085 0.003 -0.054 -0.016
C -1.5232 0.5996 -2.8271 -0.016 -0.057 0.170
C 3.0696 3.1081 -2.6149 0.015 0.018 0.036
H 1.1923 0.2996 -2.7077 -0.151 0.005 0.038
H 4.5959 3.5179 -1.1572 -0.016 -0.009 -0.002
H 1.9772 2.7690 6.3524 0.001 -0.014 -0.016
H 7.6173 1.4695 0.7439 -0.010 -0.007 0.015
Te 3.9139 -1.6940 2.6050 0.034 0.294 -0.112
C 0.9070 1.8294 1.5904 -0.016 -0.062 -0.011
C -2.1615 -1.1984 -4.2665 0.014 -0.022 -0.006
O -2.2793 -0.9038 -6.5977 -0.126 -0.259 0.210
C 0.6701 4.4360 0.6041 0.048 0.006 -0.024
C 3.8636 -1.7189 -0.9628 -0.101 -0.378 0.164
C 1.3734 0.3985 3.9961 -0.114 -0.288 0.075
O -3.0242 -2.8610 -5.7052 0.143 0.278 -0.056
C 6.0210 -3.2369 -1.9252 0.004 0.007 -0.022
H 6.2789 -0.6218 0.8071 -0.015 0.037 0.003
O -0.8702 -1.8866 0.2891 -0.082 -0.007 -0.329
C -1.9104 0.1581 -4.0704 -0.018 -0.028 -0.026
H 5.8686 2.8796 4.1840 -0.001 -0.015 -0.007
H 3.2289 -3.5568 -0.0520 0.013 -0.001 0.067
C 5.9389 2.0797 3.4533 0.061 -0.017 -0.094
C 5.0677 -3.8235 -1.1053 -0.022 -0.004 0.033
C 1.8763 0.6616 6.7430 -0.001 0.007 -0.012
O -1.9361 -3.5559 -0.7588 0.092 0.066 0.065
C 1.3634 -0.7151 4.8427 -0.054 0.044 -0.033
H 2.0879 0.7642 7.8005 -0.017 -0.002 -0.018
C 2.5937 -0.5009 1.4515 -0.380 -0.524 -0.017
H 6.5933 -1.4532 -2.9697 -0.013 0.008 0.009
C 6.9087 1.2983 1.5482 -0.025 0.067 0.099
C 6.1641 0.1257 1.5834 0.045 0.030 0.050
P 2.3542 -0.8614 -0.3077 0.900 0.716 -0.267
H 5.1533 -4.8678 -0.8311 -0.026 0.018 -0.015
N -1.3644 -0.2303 -1.7853 0.449 0.154 -0.100